## 1
The following is a DFT calculation (the ωB97M-V functional and the def2-TZVPD basis) of a cluster of 5 separate species, C3H16O4S in total.

Positions of all 24 atoms, in Å:
C (-0.83, -2.35, 2.22)
C (-1.26, -0.89, 2.51)
C (-0.71, -0.24, 3.76)
S (-1.35, -0.97, 5.32)
H (-0.25, -2.70, 3.06)
H (-0.31, -2.40, 1.27)
H (-1.70, -2.99, 2.14)
H (-0.94, -0.31, 1.65)
H (-2.31, -0.69, 2.48)
H (-0.97, 0.81, 3.78)
H (0.37, -0.37, 3.80)
H (-2.13, -1.95, 4.82)
O (-0.87, -0.07, -1.51)
H (-0.93, -0.76, -0.86)
H (-1.11, -0.31, -2.41)
O (2.31, 1.29, -1.80)
H (1.52, 0.84, -1.44)
H (2.89, 0.52, -1.93)
O (2.89, 2.28, -4.64)
H (3.25, 2.82, -3.93)
H (2.07, 2.03, -4.18)
O (0.01, 2.44, -4.51)
H (0.21, 2.43, -5.45)
H (0.17, 1.56, -4.16)

Values from the calculation:
SMILES: CCCS.O.O.O.O
Lowest unoccupied orbital energy in Eh: 0.004
HOMO-LUMO gap in eV: 9.26

Mulliken population analysis, charges in e, atoms 1 to 5: -0.994 -0.479 -0.697 -0.228 0.340

---

## 2
The following is a DFT calculation (the ωB97M-V functional and the def2-TZVPD basis) of a cluster of 6 separate species, C3H16O4S in total.

Positions of all 24 atoms, in Å:
C (0.32, 0.01, -2.55)
C (0.71, -1.42, -2.71)
S (-2.53, -0.13, 0.91)
C (-1.69, -0.88, -0.51)
H (-0.46, 0.30, -3.25)
H (1.15, 0.71, -2.71)
H (-0.26, -1.63, -2.17)
H (1.48, -1.90, -2.12)
H (0.64, -1.93, -3.67)
H (-1.83, -1.96, -0.39)
H (-2.10, -0.54, -1.46)
H (-0.62, -0.72, -0.32)
H (-1.44, -1.35, 3.66)
H (-1.37, -0.28, 2.58)
O (-0.98, -0.52, 3.46)
H (1.18, -0.19, 3.24)
H (1.93, 0.71, 2.28)
O (1.93, -0.19, 2.64)
H (-0.10, 1.15, -0.95)
H (-0.60, 1.12, 0.52)
O (-0.24, 1.71, -0.17)
H (2.11, 3.21, 1.58)
H (1.21, 2.30, 0.60)
O (1.58, 2.41, 1.50)

Values from the calculation:
Lowest unoccupied orbital energy in Eh: -0.158
HOMO-LUMO gap in eV: 3.96

Mulliken population analysis, charges in e, atoms 1 to 5: -0.708 -0.428 -0.279 -0.923 0.353

---

The structure with the most favorable energy is 1; the runner-up is 132.5 kcal/mol above it.

---

## 1
The following is a DFT calculation (the ωB97M-V functional and the def2-TZVPD basis) of a cluster of 2 separate species, C4H13N2O in total.

Positions of all 20 atoms, in Å:
C (1.45, 0.79, 1.13)
N (1.40, -0.69, 0.92)
C (0.05, -1.19, 1.23)
C (1.79, -0.98, -0.51)
H (1.38, 0.90, 2.23)
H (0.64, 1.32, 0.57)
H (2.43, 1.13, 0.69)
H (0.02, -2.29, 0.97)
H (-0.09, -1.00, 2.33)
H (-0.62, -0.54, 0.65)
H (1.87, -2.04, -0.62)
H (2.75, -0.53, -0.75)
H (1.03, -0.52, -1.14)
N (-2.35, -0.16, -0.64)
C (-1.66, 1.17, -0.78)
O (-0.40, 1.02, -1.23)
H (-3.38, -0.07, -0.85)
H (-1.88, -0.74, -1.38)
H (-2.29, 1.80, -1.43)
H (-1.75, 1.56, 0.24)

Values from the calculation:
Lowest unoccupied orbital energy in Eh: 0.162
Charge: -1
HOMO-LUMO gap in eV: 7.17

Mulliken population analysis, charges in e, atoms 1 to 5: -0.761 -0.231 -0.404 -0.770 0.269

---

## 2
The following is a DFT calculation (the ωB97M-V functional and the def2-TZVPD basis) of a cluster of 2 separate species, C4H13N2O in total.

Positions of all 20 atoms, in Å:
N (-0.50, 3.18, 0.81)
C (-1.04, 1.82, 1.16)
O (-1.72, 1.21, 0.20)
H (-0.14, 3.11, -0.14)
H (-1.28, 3.82, 0.73)
H (-0.12, 1.25, 1.47)
H (-1.60, 2.02, 2.11)
C (1.71, -1.65, 0.03)
N (0.54, -1.65, -0.83)
C (-0.66, -1.85, -0.03)
C (0.46, -0.38, -1.54)
H (1.73, -2.57, 0.62)
H (1.72, -0.80, 0.71)
H (2.61, -1.63, -0.59)
H (-1.55, -1.77, -0.65)
H (-0.67, -2.87, 0.37)
H (-0.77, -1.12, 0.77)
H (-0.48, -0.32, -2.08)
H (1.28, -0.29, -2.26)
H (0.48, 0.49, -0.88)

Values from the calculation:
Lowest unoccupied orbital energy in Eh: 0.146
Charge: -1
HOMO-LUMO gap in eV: 6.52

Mulliken population analysis, charges in e, atoms 1 to 5: -0.733 -0.355 -0.807 0.287 0.234

---

The structure with the most favorable energy is 2; the runner-up is 12.1 kcal/mol above it.

---

## 1
The following is a DFT calculation (the ωB97M-V functional and the def2-TZVPD basis) of a structure of composition C23H44NOP3Sc.

Positions of all 73 atoms, in Å:
Sc (0.65, 0.79, -1.27)
P (0.35, 2.45, 0.96)
P (0.32, -1.14, 2.01)
P (-2.70, 0.35, 0.64)
H (1.51, -0.74, -3.11)
C (1.02, 0.17, -3.50)
C (1.40, 1.47, -3.19)
H (2.38, 1.76, -2.74)
C (1.95, 3.32, 0.94)
C (0.04, 2.52, 2.78)
C (-0.79, 3.79, 0.47)
C (0.40, -2.90, 1.73)
C (1.88, -0.67, 2.78)
C (-0.82, -1.00, 3.45)
C (-4.00, 0.91, -0.53)
C (-3.55, 0.69, 2.24)
C (-2.94, -1.47, 0.48)
H (0.36, -0.09, -4.35)
H (0.78, 2.31, -3.55)
H (2.19, 3.66, -0.08)
H (2.76, 2.65, 1.28)
H (1.93, 4.19, 1.60)
H (0.68, 1.84, 3.34)
H (-1.00, 2.29, 3.03)
H (0.25, 3.55, 3.15)
H (-0.68, 3.99, -0.60)
H (-0.56, 4.71, 1.02)
H (-1.83, 3.49, 0.65)
H (0.11, -3.44, 2.65)
H (1.41, -3.21, 1.45)
H (-0.31, -3.19, 0.94)
H (1.80, -0.74, 3.88)
H (2.14, 0.37, 2.54)
H (2.69, -1.34, 2.46)
H (-1.25, -1.99, 3.69)
H (-1.63, -0.27, 3.29)
H (-0.25, -0.71, 4.35)
H (-4.93, 1.07, 0.02)
H (-4.17, 0.17, -1.31)
H (-3.67, 1.84, -1.01)
H (-4.57, 1.05, 2.06)
H (-2.99, 1.48, 2.76)
H (-3.60, -0.20, 2.87)
H (-3.98, -1.71, 0.21)
H (-2.69, -2.00, 1.41)
H (-2.28, -1.85, -0.32)
C (-1.83, -0.35, -2.83)
C (-2.00, -1.70, -3.22)
C (-2.70, -2.05, -4.36)
C (-3.23, -1.04, -5.18)
C (-3.21, 0.29, -4.73)
C (-2.42, 0.68, -3.63)
O (-1.06, -0.08, -1.76)
H (-0.03, -0.43, 0.77)
H (-1.60, -2.47, -2.57)
H (-2.81, -3.10, -4.65)
H (-3.67, -1.32, -6.15)
H (-3.73, 1.08, -5.28)
H (-2.30, 1.75, -3.42)
N (2.73, -0.02, -0.96)
C (3.48, -0.87, -0.04)
C (3.18, -2.22, -0.05)
C (3.92, -3.05, 0.81)
C (5.00, -2.52, 1.52)
C (5.30, -1.15, 1.48)
C (4.53, -0.31, 0.68)
H (2.87, -0.36, -1.93)
H (3.14, 0.93, -0.94)
H (2.41, -2.60, -0.74)
H (3.66, -4.11, 0.87)
H (5.60, -3.19, 2.14)
H (6.14, -0.75, 2.04)
H (4.77, 0.76, 0.56)

Values from the calculation:
Lowest unoccupied orbital energy (alpha / beta) in Eh: -0.406 / -0.406
Charge: +3
HOMO-LUMO gap (alpha / beta) in eV: 4.96 / 4.97

Mulliken population analysis, charges in e, atoms 1 to 5: -0.275 1.205 1.346 1.118 0.148

---

## 2
The following is a DFT calculation (the ωB97M-V functional and the def2-TZVPD basis) of a structure of composition C23H44NOP3Sc.

Positions of all 73 atoms, in Å:
Sc (-0.68, 0.03, 0.43)
P (-0.57, 1.48, -1.73)
P (-3.06, -0.81, -0.33)
P (1.64, 0.67, 1.31)
H (-0.90, -2.82, 0.24)
C (-0.27, -2.22, 0.92)
C (-0.79, -1.63, 2.08)
H (-1.83, -1.75, 2.39)
C (0.08, 0.44, -3.09)
C (-2.02, 2.19, -2.59)
C (0.60, 2.89, -1.80)
C (-3.87, -2.11, 0.67)
C (-4.48, 0.35, -0.50)
C (-3.04, -1.61, -1.98)
C (2.31, -0.26, 2.74)
C (2.12, 2.37, 1.74)
C (2.91, 0.23, 0.07)
H (0.81, -2.36, 0.76)
H (-0.14, -1.29, 2.90)
H (0.18, 1.05, -4.00)
H (-0.56, -0.43, -3.30)
H (1.05, 0.08, -2.75)
H (-1.67, 2.65, -3.52)
H (-2.49, 2.95, -1.96)
H (-2.76, 1.41, -2.82)
H (0.62, 3.30, -2.82)
H (1.61, 2.60, -1.51)
H (0.26, 3.68, -1.11)
H (-4.67, -2.59, 0.10)
H (-4.29, -1.67, 1.58)
H (-3.13, -2.87, 0.97)
H (-5.31, -0.17, -1.00)
H (-4.21, 1.24, -1.08)
H (-4.82, 0.66, 0.50)
H (-4.03, -2.07, -2.14)
H (-2.28, -2.40, -1.99)
H (-2.82, -0.90, -2.79)
H (3.40, -0.15, 2.79)
H (2.05, -1.32, 2.67)
H (1.87, 0.14, 3.66)
H (3.21, 2.39, 1.91)
H (1.61, 2.68, 2.66)
H (1.88, 3.06, 0.93)
H (3.90, 0.34, 0.53)
H (2.86, 0.84, -0.84)
H (2.76, -0.81, -0.23)
C (4.00, -1.45, -3.04)
C (4.30, -1.94, -4.33)
C (5.07, -3.10, -4.42)
C (5.49, -3.75, -3.26)
C (5.27, -3.19, -2.00)
C (4.59, -1.98, -1.89)
O (3.01, -0.51, -2.85)
H (2.42, -0.50, -3.62)
H (3.90, -1.44, -5.22)
H (5.32, -3.49, -5.41)
H (6.00, -4.71, -3.33)
H (5.62, -3.68, -1.10)
H (4.46, -1.50, -0.92)
N (-1.67, 1.76, 1.52)
C (-2.09, 1.70, 2.90)
C (-3.18, 0.93, 3.27)
C (-3.53, 0.83, 4.62)
C (-2.78, 1.51, 5.59)
C (-1.68, 2.29, 5.20)
C (-1.32, 2.38, 3.85)
H (-2.46, 1.92, 0.90)
H (-1.01, 2.53, 1.36)
H (-3.74, 0.40, 2.49)
H (-4.39, 0.22, 4.91)
H (-3.07, 1.46, 6.64)
H (-1.10, 2.84, 5.95)
H (-0.46, 2.98, 3.52)

Values from the calculation:
Lowest unoccupied orbital energy in Eh: -0.428
Charge: +3
HOMO-LUMO gap in eV: 3.08

Mulliken population analysis, charges in e, atoms 1 to 5: -1.129 1.199 1.043 1.418 0.344

---

The structure with the most favorable energy is 2; the runner-up is 26.0 kcal/mol above it.

---

## 1
The following is a DFT calculation (the ωB97M-V functional and the def2-TZVPD basis) of the molecule C2HNO.

Positions of all 5 atoms, in Å:
O (1.70, 1.48, -2.00)
C (1.25, 0.59, -1.37)
C (0.41, 0.00, -0.41)
N (1.23, -0.78, -1.06)
H (-0.33, -0.09, 0.35)

Values from the calculation:
SMILES: O=c1cn1
Lowest unoccupied orbital energy in Eh: 0.004
HOMO-LUMO gap in eV: 9.97

Mulliken charges, unit e, in atom order: -0.451 0.561 -0.055 -0.374 0.319

---

## 2
The following is a DFT calculation (the ωB97M-V functional and the def2-TZVPD basis) of the molecule C2HNO.

Positions of all 5 atoms, in Å:
N (0.12, -1.11, 1.62)
C (0.33, -0.51, 0.67)
C (-0.05, 0.35, -0.54)
O (-1.20, 0.61, -0.46)
H (0.81, 0.66, -1.29)

Values from the calculation:
SMILES: N#CC=O
Lowest unoccupied orbital energy in Eh: -0.022
HOMO-LUMO gap in eV: 10.98

Mulliken charges, unit e, in atom order: -0.332 0.298 0.091 -0.322 0.265

---

The structure with the most favorable energy is 2; the runner-up is 15.2 kcal/mol above it.